# 1
Formula: C32H37AlN3O2S
Source: the OMol25 dataset
Level of theory: wB97M-V/def2-TZVPD

```
76
Properties=species:S:1:pos:R:3:mulliken_spin:R:1
Al 0.129 -0.078 -0.294 0.15
C -1.968 -0.564 -4.554 0.00
C -2.468 -1.064 -3.197 0.00
C -3.990 -1.216 -3.174 0.00
C -1.825 -2.387 -2.837 0.00
C -1.967 -3.445 -3.725 0.00
C -1.425 -4.683 -3.448 0.00
C -0.698 -4.854 -2.290 0.00
C -0.521 -3.819 -1.380 0.00
C 0.317 -4.143 -0.165 0.00
C -0.531 -4.166 1.107 0.00
C 1.521 -3.213 -0.065 0.00
C -1.109 -2.578 -1.644 0.01
N -1.083 -1.469 -0.731 -0.01
C -2.317 -1.294 -0.138 0.01
O -3.189 -2.139 -0.080 0.00
C -2.529 0.107 0.345 -0.01
C -3.720 0.751 0.627 0.00
C -3.692 2.140 0.760 0.01
C -2.518 2.862 0.529 0.00
C -1.375 2.145 0.233 -0.01
N -1.415 0.818 0.220 0.03
C -0.070 2.622 -0.331 0.01
O 0.330 3.761 -0.208 0.00
N 0.569 1.621 -1.036 -0.01
C 1.544 2.114 -1.954 0.00
C 1.133 2.965 -2.993 0.00
C 2.102 3.506 -3.826 0.00
C 3.439 3.205 -3.665 0.00
C 3.827 2.320 -2.680 0.00
C 2.890 1.757 -1.825 -0.01
C 3.329 0.837 -0.716 -0.03
C 4.315 -0.233 -1.177 0.00
C 3.906 1.680 0.421 0.00
C -0.319 3.308 -3.244 0.00
C -0.707 3.021 -4.697 0.00
C -0.590 4.773 -2.893 0.00
H -2.401 0.408 -4.778 0.00
H -0.884 -0.465 -4.532 0.00
H -2.235 -1.247 -5.355 0.00
H -2.189 -0.302 -2.459 0.00
H -4.311 -1.947 -3.911 0.00
H -4.311 -1.563 -2.195 0.00
H -4.482 -0.270 -3.388 0.00
H -2.524 -3.314 -4.641 0.00
H -1.562 -5.512 -4.127 0.00
H -0.263 -5.819 -2.073 0.00
H 0.707 -5.158 -0.313 0.00
H -0.971 -3.192 1.300 0.00
H -1.342 -4.885 0.991 0.00
H 0.073 -4.457 1.964 0.00
H 1.209 -2.223 0.279 -0.02
H 2.257 -3.607 0.633 0.00
H 1.994 -3.109 -1.040 -0.01
H -4.633 0.181 0.703 0.00
H -4.602 2.673 0.983 0.00
H -2.489 3.941 0.541 0.00
H 1.817 4.184 -4.614 0.00
H 4.178 3.659 -4.307 0.00
H 4.873 2.078 -2.567 0.00
H 2.430 0.303 -0.341 -0.03
H 5.282 0.195 -1.427 0.00
H 4.467 -0.957 -0.380 0.00
H 3.929 -0.752 -2.052 0.00
H 4.783 2.218 0.067 0.00
H 3.175 2.412 0.754 0.00
H 4.197 1.053 1.261 0.00
H -0.951 2.678 -2.609 0.00
H -0.205 3.697 -5.384 0.00
H -0.446 2.002 -4.968 0.00
H -1.780 3.149 -4.827 0.00
H 0.015 5.432 -3.509 0.00
H -1.639 5.015 -3.045 0.00
H -0.336 4.957 -1.853 0.00
S 1.478 -0.307 2.935 0.30
C 1.034 -0.329 1.441 0.60
```

<S²>: 0.755
multiplicity: 2
charge: 0
HOMO level (spin up / spin down): -6.591 / -8.625 eV
gap between HOMO and LUMO (spin up / spin down): 5.73 / 7.72 eV

---

# 2
Formula: C32H37BF6N10O4S3Sn
Source: the OMol25 dataset
Level of theory: wB97M-V/def2-TZVPD

```
94
Properties=species:S:1:pos:R:3:lowdin_charge:R:1
Sn -0.451 -0.298 0.779 1.50
C 2.907 1.468 4.636 -0.04
C 2.377 0.443 3.621 -0.32
C 2.855 0.832 2.217 -0.06
C 0.925 0.171 3.842 -0.21
C 0.437 -0.105 5.114 0.02
C -0.916 -0.277 4.974 -0.01
N -1.242 -0.118 3.696 -0.02
N -0.112 0.142 2.961 0.02
B -2.657 -0.192 3.135 -0.52
N -2.888 1.012 2.211 -0.01
C -3.885 1.900 2.255 -0.02
C -3.881 2.634 1.089 0.03
C -2.833 2.113 0.329 -0.25
N -2.216 1.142 1.031 -0.01
C -2.508 2.442 -1.097 -0.38
C -3.662 1.983 -1.997 -0.04
C -2.214 3.928 -1.295 -0.04
N -2.820 -1.471 2.291 0.00
C -3.744 -2.430 2.366 -0.01
C -3.629 -3.262 1.269 0.04
C -2.576 -2.748 0.519 -0.24
N -2.088 -1.667 1.156 -0.03
C -2.096 -3.140 -0.846 -0.38
C -2.948 -2.416 -1.894 -0.07
C -2.140 -4.652 -1.046 -0.05
H 3.987 1.558 4.528 0.09
H 2.707 1.188 5.667 0.07
H 2.462 2.450 4.462 0.09
H 2.829 -0.531 3.824 0.14
H 3.332 1.802 2.152 0.09
H 2.107 0.719 1.428 0.03
H 3.531 -0.001 2.008 0.03
H 1.004 -0.149 6.025 0.12
H -1.681 -0.476 5.705 0.14
H -3.430 -0.193 4.043 0.14
H -4.536 1.943 3.112 0.14
H -4.562 3.419 0.811 0.12
H -1.631 1.864 -1.372 0.07
H -4.582 2.517 -1.756 0.09
H -3.857 0.916 -1.883 0.07
H -3.428 2.182 -3.045 0.09
H -3.099 4.530 -1.089 0.09
H -1.926 4.124 -2.329 0.09
H -1.417 4.279 -0.637 0.07
H -4.434 -2.451 3.193 0.14
H -4.228 -4.127 1.044 0.12
H -1.051 -2.815 -0.940 0.09
H -3.992 -2.723 -1.817 0.10
H -2.608 -2.664 -2.900 0.07
H -2.912 -1.330 -1.769 0.05
H -3.170 -5.012 -1.022 0.09
H -1.567 -5.168 -0.281 0.08
H -1.727 -4.914 -2.019 0.09
N 1.533 1.549 -3.486 0.20
C 1.543 0.754 -4.624 -0.19
C 2.357 1.091 -5.703 0.02
C 2.365 0.281 -6.816 0.00
C 1.567 -0.872 -6.879 -0.01
C 0.755 -1.211 -5.824 -0.05
C 0.738 -0.394 -4.687 -0.40
S -0.289 -0.787 -3.374 1.20
N 0.024 0.303 -2.218 -0.26
C 0.861 1.294 -2.345 -0.31
C 1.094 2.216 -1.195 -0.21
C 1.990 3.269 -1.265 0.03
C 2.089 4.153 -0.200 0.00
C 1.298 3.951 0.911 0.00
C 0.479 2.832 0.933 -0.12
N 0.381 1.985 -0.089 0.03
H 2.114 2.372 -3.521 0.15
H 2.981 1.975 -5.657 0.13
H 2.998 0.536 -7.655 0.13
H 1.594 -1.496 -7.761 0.13
H 0.135 -2.097 -5.863 0.13
H 2.632 3.438 -2.118 0.12
H 2.776 4.987 -0.250 0.13
H 1.321 4.622 1.757 0.13
H -0.124 2.603 1.803 0.12
F 4.791 0.395 0.180 0.20
C 4.421 -0.824 0.438 -0.52
F 5.466 -1.493 0.814 0.21
F 3.600 -1.476 1.554 -0.13
S 3.220 -1.399 -0.822 0.59
O 2.163 -0.394 -0.714 -0.36
O 4.012 -1.350 -2.013 -0.25
N 2.825 -2.824 -0.448 -0.26
S 1.674 -3.199 0.561 0.70
O 0.908 -2.084 1.201 -0.45
O 0.842 -4.190 -0.034 -0.24
C 2.558 -4.054 1.991 -0.67
F 1.970 -5.230 2.120 0.17
F 3.831 -4.229 1.719 0.18
F 2.391 -3.372 3.116 0.16
```

multiplicity: 1
charge: +2
HOMO level (spin up / spin down): -13.885 / -14.077 eV
gap between HOMO and LUMO (spin up / spin down): 5.65 / 6.46 eV

---

# 3
Formula: C32H37BrCl2KN7O2S2
Source: the OMol25 dataset
Level of theory: wB97M-V/def2-TZVPD

```
84
Properties=species:S:1:pos:R:3:lowdin_charge:R:1
K 15.971 12.365 11.115 0.65
Br 7.559 8.213 15.986 0.71
C 8.759 7.294 14.836 -0.71
C 8.318 6.897 13.603 -0.13
C 9.233 6.245 12.763 -0.03
C 10.569 6.194 13.103 -0.35
C 11.018 6.634 14.360 -0.02
C 10.069 7.109 15.246 -0.12
N 11.418 5.476 12.264 0.04
N 12.499 5.965 11.848 0.06
C 12.808 7.354 11.772 -0.19
C 11.866 8.393 11.971 -0.02
C 12.168 9.709 11.736 -0.03
C 13.428 10.171 11.341 -0.39
O 13.699 11.391 11.087 -0.21
C 14.469 9.113 11.250 -0.15
N 15.725 9.587 11.337 0.03
C 16.754 8.800 11.366 -0.20
C 16.567 7.417 11.306 -0.06
C 15.307 6.858 11.332 -0.02
C 14.199 7.707 11.439 -0.08
H 7.295 7.122 13.348 0.09
H 8.911 6.001 11.763 0.11
H 12.056 6.607 14.571 0.11
H 10.293 7.394 16.266 0.10
H 10.872 8.130 12.235 0.09
H 11.376 10.462 11.817 0.10
H 17.772 9.144 11.378 0.10
H 17.349 6.675 11.304 0.10
H 15.172 5.788 11.318 0.11
O 18.905 11.864 11.034 -0.14
C 19.766 13.032 11.131 -0.24
C 20.637 12.840 12.322 -0.18
C 19.903 12.543 13.645 -0.12
C 18.847 13.544 14.070 -0.27
C 18.953 14.269 15.265 -0.02
C 17.875 15.014 15.647 -0.06
C 16.722 15.046 14.864 -0.05
C 16.703 14.272 13.756 -0.17
N 17.735 13.520 13.359 0.10
H 19.367 11.305 10.397 0.09
H 19.148 13.903 11.140 0.10
H 20.398 12.981 10.199 0.13
H 21.472 13.567 12.490 0.13
H 21.227 11.964 12.139 0.10
H 20.650 12.370 14.417 0.12
H 19.395 11.614 13.606 0.10
H 19.887 14.325 15.779 0.11
H 17.832 15.420 16.603 0.09
H 15.856 15.585 15.115 0.10
H 15.842 14.317 13.072 0.06
C 9.820 14.217 10.917 -0.09
C 11.221 13.676 10.636 -0.21
N 12.157 14.866 10.579 0.00
C 13.310 14.895 9.883 -0.85
S 14.661 15.548 10.650 0.58
N 13.360 14.347 8.625 0.01
C 12.261 14.057 7.767 -0.27
C 12.359 14.605 6.330 -0.07
H 9.037 13.452 11.123 0.09
H 9.458 14.824 10.101 0.06
H 9.911 14.849 11.809 0.07
H 11.240 13.158 9.680 0.08
H 11.499 12.910 11.373 0.10
H 12.255 15.343 11.439 0.08
H 14.312 14.233 8.252 0.12
H 11.417 14.606 8.162 0.11
H 12.057 12.996 7.782 0.10
H 12.370 15.731 6.321 0.09
H 11.475 14.314 5.752 0.08
H 13.211 14.281 5.751 0.06
Cl 16.176 9.536 14.569 0.53
C 15.834 11.008 15.579 -0.88
Cl 17.296 11.226 16.654 0.46
H 14.926 10.905 16.195 0.04
H 15.917 11.887 14.941 -0.01
S 14.393 10.684 6.343 0.99
C 15.985 11.305 5.984 -0.36
C 16.480 11.868 7.136 -0.26
N 15.656 11.908 8.208 -0.06
C 14.536 11.299 7.983 -0.46
H 16.461 11.045 5.103 0.03
H 17.428 12.384 7.250 0.11
H 13.676 11.320 8.636 0.06
```

multiplicity: 1
charge: 0
HOMO level (spin up / spin down): -6.533 / -6.533 eV
gap between HOMO and LUMO (spin up / spin down): 6.52 / 6.52 eV